A:
Molecular formula: C2H3N2OP
Method: DFT, ωB97M-V/def2-TZVPD

Geometry (Å):
C1 -0.86577 -0.08127 -0.02636
C2 -0.70170 1.29728 0.16532
N1 0.29037 -0.68072 -0.32720
N2 1.14733 0.15906 -0.46231
O1 3.15405 -0.28144 0.33352
P1 0.88434 1.75771 0.01045
H1 -1.79496 -0.57019 0.02711
H2 -1.72524 1.81516 0.36202
H3 3.35469 -0.60269 -0.52226

Computed properties:
Frontier orbital gap (spin up / spin down), eV: 6.84 / 6.85
HOMO (spin up / spin down), hartree: -0.35508 / -0.35507
LUMO energy (spin up / spin down), Ha: -0.1038 / -0.1035

B:
Molecular formula: C2H3N2OP
Method: DFT, ωB97M-V/def2-TZVPD

Geometry (Å):
C1 -2.25903 -0.27195 -0.31384
C2 -0.29582 0.59472 -0.37082
N1 -2.35078 0.98111 -0.07245
N2 -1.08066 1.59560 -0.18156
O1 -0.92459 -0.59955 -0.55029
P1 1.52802 0.78530 -0.57081
H1 -3.17627 -0.85435 -0.26005
H2 1.85928 0.04255 1.51417
H3 1.65422 1.98816 0.03530

Computed properties:
Frontier orbital gap, eV: 8.48
HOMO, hartree: -0.35928
LUMO energy, Ha: -0.0478

From most stable to least stable, the computed energies give B, A.

A:
Molecular formula: C20H60O10S10
Method: DFT, ωB97M-V/def2-TZVPD

Geometry (Å):
C1 3.38930 -1.21529 -2.25490
S1 1.79830 -1.80129 -2.41290
O1 1.38930 -1.47129 -3.90390
C2 2.13030 -3.61329 -2.30990
H1 3.72930 -1.34529 -1.07990
H2 3.45330 -0.08429 -2.54590
H3 4.09530 -1.69229 -2.88990
H4 2.92430 -4.00329 -2.98090
H5 1.24030 -4.18829 -2.49390
H6 2.58030 -3.76729 -1.44990
C3 -1.13170 5.90371 0.82610
S2 0.07430 4.75271 1.60410
O2 0.40130 3.54271 0.67410
C4 1.40130 5.88771 1.49810
H7 -0.77870 6.17371 -0.03290
H8 -1.32270 6.51271 1.54310
H9 -2.05570 5.22671 0.61810
H10 1.79330 6.00671 0.52810
H11 2.21230 5.52771 2.24010
H12 1.17830 6.84371 1.96110
C5 -0.57470 0.40771 -0.59090
S3 -0.91570 -0.56229 0.84210
O3 -0.20570 -1.86429 0.47110
C6 0.24530 0.32571 1.89710
H13 -1.25470 -0.01429 -1.35290
H14 0.47430 0.15671 -0.67690
H15 -0.88370 1.38571 -0.39790
H16 -0.00470 1.33871 1.71110
H17 1.17230 0.13371 1.46710
H18 0.26130 -0.05229 2.86610
C7 2.31830 4.10771 -3.47390
S4 1.02830 4.57271 -2.37490
O4 0.36030 5.87871 -2.93290
C8 -0.18970 3.33571 -2.96390
H19 2.56730 3.21371 -3.18990
H20 3.29130 4.62271 -3.49890
H21 1.90030 4.05671 -4.41690
H22 -1.05470 3.31871 -2.18690
H23 0.45530 2.51771 -3.03290
H24 -0.46370 3.73171 -3.92190
C9 -4.61470 -0.12529 -2.91590
S5 -4.46170 0.90371 -1.57790
O5 -4.04670 -0.06229 -0.52390
C10 -2.88970 1.70171 -2.07490
H25 -5.56270 -0.62429 -2.98590
H26 -3.96870 -0.74629 -2.93490
H27 -4.59570 0.49171 -3.87790
H28 -2.70370 2.34471 -1.24890
H29 -3.12870 2.31371 -2.97290
H30 -2.02170 0.92471 -2.16990
C11 -3.20270 2.36871 1.78910
S6 -4.12470 0.91871 2.35410
O6 -3.13670 -0.01129 3.00710
C12 -5.00770 1.72071 3.59310
H31 -2.71770 2.30771 1.00810
H32 -2.34070 2.58071 2.53410
H33 -3.68370 3.35871 1.65510
H34 -5.77670 0.99371 4.12910
H35 -5.57070 2.42271 3.05710
H36 -4.24770 2.22171 4.14710
C13 -2.76570 -3.32029 -1.09090
S7 -4.59970 -3.31929 -0.99790
O7 -5.05470 -3.94729 -2.38590
C14 -4.62170 -4.61829 0.15610
H37 -2.34070 -2.97829 -0.24190
H38 -2.44870 -2.92029 -1.88190
H39 -2.41770 -4.22029 -1.46790
H40 -5.60370 -5.12829 0.32410
H41 -4.56670 -4.31229 1.25410
H42 -4.03970 -5.43429 0.04510
C15 4.81030 3.07671 1.49710
S8 3.42630 3.41171 0.46410
O8 4.03730 3.93871 -0.82090
C16 3.07130 1.65271 -0.00690
H43 4.70730 2.96571 2.64810
H44 5.38130 4.00571 1.30810
H45 5.51230 2.30671 1.03610
H46 2.88430 1.05571 0.87110
H47 3.90630 1.20771 -0.59590
H48 2.29730 1.66571 -0.57690
C17 2.66830 -2.14729 2.62610
S9 4.05930 -2.98629 1.83410
O9 4.59530 -2.03629 0.75310
C18 5.15730 -2.64729 3.25110
H49 2.78130 -1.15229 3.09710
H50 2.34730 -2.89829 3.40010
H51 1.99030 -2.01329 1.99010
H52 6.20230 -3.13429 3.03010
H53 4.90730 -3.28629 4.06610
H54 5.20330 -1.50229 3.60710
C19 1.19830 -5.70629 0.38810
S10 0.30830 -6.93929 1.14910
O10 0.36430 -6.66329 2.65110
C20 -1.40170 -6.46129 0.74410
H55 1.22030 -5.78029 -0.75390
H56 2.13130 -5.90429 0.77410
H57 0.81330 -4.53129 0.62110
H58 -2.00070 -7.13729 1.24410
H59 -1.62470 -6.68729 -0.37890
H60 -1.72170 -5.28529 0.99710

Computed properties:
Frontier orbital gap, eV: 8.48
HOMO, hartree: -0.31267
LUMO energy, Ha: -0.0012

B:
Molecular formula: C20H60O10S10
Method: DFT, ωB97M-V/def2-TZVPD

Geometry (Å):
C1 -7.47668 -14.12221 22.17029
S1 -9.09927 -14.76968 22.64378
O1 -10.11058 -13.69526 22.50173
C2 -9.20035 -15.85488 21.10190
H1 -7.50197 -13.67445 21.17683
H2 -6.72899 -14.90979 22.07654
H3 -7.17482 -13.28315 22.79716
H4 -10.17612 -16.26264 20.83787
H5 -8.45060 -16.63595 20.97577
H6 -9.26634 -15.27473 20.18148
C3 -14.24319 -20.03152 19.46889
S2 -15.84240 -19.29729 20.01180
O2 -16.72809 -20.54238 20.28070
C4 -15.24594 -18.52889 21.61512
H7 -13.47231 -19.26931 19.35538
H8 -14.18228 -20.48249 18.47843
H9 -13.83794 -20.80784 20.11790
H10 -14.27709 -18.07338 21.41031
H11 -15.04100 -19.39194 22.24857
H12 -15.89255 -17.78307 22.07744
C5 -15.94806 -12.91319 15.92546
S3 -16.03320 -14.30792 17.03441
O3 -16.13531 -15.51341 16.03564
C6 -14.41591 -13.93260 17.71885
H13 -16.25924 -12.06284 16.53222
H14 -16.68858 -13.15657 15.16356
H15 -14.95305 -12.67507 15.54948
H16 -13.64428 -14.40744 17.11287
H17 -14.44143 -14.57642 18.59802
H18 -14.35983 -12.89610 18.05147
C7 -13.66900 -9.28382 8.80612
S4 -13.53449 -10.13218 10.52012
O4 -14.69884 -9.62993 11.33169
C8 -13.73001 -11.90557 10.06386
H19 -14.21643 -9.89857 8.09162
H20 -12.73201 -9.19889 8.25572
H21 -14.20994 -8.33851 8.76285
H22 -14.29854 -12.14763 10.96179
H23 -12.83008 -12.48326 10.27481
H24 -14.29495 -12.23651 9.19242
C9 -15.11844 -10.28328 23.51906
S5 -16.55964 -9.80449 22.44011
O5 -16.29749 -10.42353 21.06556
C10 -18.02766 -10.78266 23.09333
H25 -14.98675 -11.36218 23.60104
H26 -15.06999 -9.73601 24.46047
H27 -14.21878 -10.09693 22.93256
H28 -18.03780 -11.86287 22.94795
H29 -18.89166 -10.41537 22.53951
H30 -18.21981 -10.47725 24.12188
C11 -9.40124 -9.63438 18.31714
S6 -8.92736 -10.33448 16.66164
O6 -8.45212 -11.76580 17.01274
C12 -10.55790 -10.73868 15.96198
H31 -9.58568 -8.56107 18.27155
H32 -8.49680 -9.65792 18.92503
H33 -10.23958 -10.16173 18.77233
H34 -11.14269 -11.46631 16.52471
H35 -10.50295 -11.21289 14.98208
H36 -11.14027 -9.82440 15.84777
C13 -20.36903 -21.27362 13.71279
S7 -19.23322 -20.84634 15.06971
O7 -19.10043 -22.13073 15.92533
C14 -17.57106 -20.81356 14.24987
H37 -20.56763 -20.34878 13.17119
H38 -21.31467 -21.65335 14.09968
H39 -19.97997 -21.77539 12.82681
H40 -17.62393 -20.60180 13.18195
H41 -17.13297 -21.80914 14.32052
H42 -16.85350 -20.14410 14.72425
C15 -24.67926 -10.62776 17.89842
S8 -23.34722 -10.81844 16.72670
O8 -23.75903 -11.66624 15.52329
C16 -22.00559 -11.72854 17.72523
H43 -25.20499 -11.57739 17.79882
H44 -25.45164 -9.91210 17.61671
H45 -24.46225 -10.67762 18.96543
H46 -21.01564 -11.86748 17.29071
H47 -22.49660 -12.67177 17.96464
H48 -21.94741 -11.10729 18.61897
C17 -22.33145 -10.59709 9.50582
S9 -21.19246 -12.07791 9.59534
O9 -21.22716 -12.56262 8.14724
C18 -19.52950 -11.38815 9.96229
H49 -22.24576 -10.14267 10.49287
H50 -23.31762 -11.03019 9.33850
H51 -21.96129 -9.93755 8.72091
H52 -18.95656 -12.27804 10.22293
H53 -19.52621 -10.98933 10.97671
H54 -19.21917 -10.53694 9.35629
C19 -19.39966 -6.76198 16.20009
S10 -20.98372 -5.84389 15.68580
O10 -21.09373 -4.53274 16.36270
C20 -20.66936 -5.40728 13.92815
H55 -19.47808 -6.46816 17.24681
H56 -18.47321 -6.29281 15.86892
H57 -19.20039 -7.82859 16.09649
H58 -21.47987 -4.94063 13.36832
H59 -20.48523 -6.32302 13.36636
H60 -19.80372 -4.74540 13.95438

Computed properties:
Frontier orbital gap, eV: 8.46
HOMO, hartree: -0.31233
LUMO energy, Ha: -0.0014

From most stable to least stable, the computed energies give B, A.

A:
Molecular formula: C8H12N3
Method: DFT, ωB97M-V/def2-TZVPD

Geometry (Å):
C1 3.07232 0.74707 -0.68329
N1 2.53185 -0.20227 0.20714
C2 1.33515 -0.50675 0.25567
C3 0.91423 -1.29562 1.36721
C4 -0.09635 -0.81767 2.19447
C5 -0.45830 0.54070 1.97647
C6 -0.33805 1.08928 0.76812
C7 0.08822 0.24477 -0.40198
N2 -1.04556 -0.45337 -0.90752
C8 -2.27216 -0.06955 -0.67617
N3 -3.29766 -0.63343 -1.20933
H1 2.54707 0.73673 -1.63154
H2 3.09089 1.79107 -0.16862
H3 4.31203 0.62072 -0.86139
H4 1.46945 -2.14501 1.51708
H5 -0.44205 -1.21901 3.03681
H6 -0.83612 1.06898 2.77677
H7 -0.39714 2.19055 0.48218
H8 0.41231 0.99930 -1.11527
H9 -0.89719 -1.31997 -1.45303
H10 -2.24906 0.94103 -0.13614
H11 -4.18402 -0.59079 -0.74198
H12 -3.16085 -1.43373 -1.73780

Computed properties:
Frontier orbital gap, eV: 8.45
Net charge: +1
HOMO, hartree: -0.45370
LUMO energy, Ha: -0.1431
SMILES: C/N=C1/C=CC=C[C@@H]1/[NH+]=C/N

B:
Molecular formula: C8H12N3
Method: DFT, ωB97M-V/def2-TZVPD

Geometry (Å):
N1 2.15978 -0.27280 1.67456
C1 1.49026 -0.27222 0.51502
N2 1.35547 0.61502 -0.36018
C2 1.55165 2.03631 -0.41972
C3 0.08547 2.45082 -0.24133
N3 -0.77849 1.52490 -0.29504
C4 -1.03030 0.32648 -0.44154
C5 -2.04295 -0.33948 -1.32231
C6 -1.88820 -1.65211 -0.56699
C7 -0.94030 -0.91978 0.39447
C8 0.48691 -1.47069 0.33959
H1 2.26782 -1.02161 2.36607
H2 2.78627 0.51166 1.85241
H3 1.90889 2.08765 -1.41393
H4 2.10411 2.56892 0.34319
H5 -0.33663 3.39582 0.08886
H6 -1.92782 -0.25786 -2.47152
H7 -2.94369 0.25132 -1.08352
H8 -2.66263 -2.11129 0.06227
H9 -1.47273 -2.49764 -1.02088
H10 -1.18713 -0.80295 1.42053
H11 0.48284 -1.97258 -0.70239
H12 0.53141 -2.17788 1.28233

Computed properties:
Frontier orbital gap, eV: 8.80
Net charge: +1
HOMO, hartree: -0.47977
LUMO energy, Ha: -0.1565
SMILES: N/C1=N\CC=[N+]=C2CC[C@H]2C1

From most stable to least stable, the computed energies give A, B.

A:
Molecular formula: C6H14N4
Method: DFT, ωB97M-V/def2-TZVPD

Geometry (Å):
C1 -10.04181 -0.63808 -0.99888
C2 -10.41889 -1.72722 -0.24132
C3 -10.27036 0.67310 -0.63216
C4 8.35224 2.61210 0.11557
C5 7.28855 -0.15823 0.01604
C6 7.14202 1.97299 0.48594
N1 -10.52267 1.78482 -0.32861
N2 7.18372 -2.52090 -0.36637
N3 -10.58794 -1.72825 1.10907
N4 6.75064 -1.27488 -0.48069
H1 -9.73715 -0.79735 -2.01535
H2 -10.66140 -2.62762 -0.67197
H3 8.43723 3.07377 -0.90086
H4 8.67859 3.53329 0.77707
H5 9.26882 1.98746 0.17439
H6 5.84122 -1.16242 -0.93053
H7 6.86625 1.61148 1.47345
H8 7.82563 -0.42968 0.88321
H9 6.18206 2.18468 -0.02932
H10 -10.49457 2.85282 -0.32129
H11 7.85791 -2.67168 0.46632
H12 6.51871 -3.15294 -0.60211
H13 -10.36292 -0.89138 1.45450
H14 -11.09590 -2.50587 1.56388

Computed properties:
Frontier orbital gap, eV: 9.61
Net charge: +2
HOMO, hartree: -0.55252
LUMO energy, Ha: -0.1993

B:
Molecular formula: C6H14N4
Method: DFT, ωB97M-V/def2-TZVPD

Geometry (Å):
C1 1.31192 3.30722 -1.44606
C2 0.16339 4.20210 -1.66742
C3 -0.79917 1.79438 -1.40706
C4 -0.03159 2.93303 -0.79448
C5 -0.06278 3.03288 0.61365
C6 -0.02379 0.43484 -1.21520
N1 -0.07996 -0.04824 -0.08679
N2 0.65380 0.03985 -2.31805
N3 0.01413 3.99017 1.44290
N4 -0.69498 -9.43561 3.79554
H1 1.64255 2.65989 -2.24458
H2 2.10799 3.62187 -0.78825
H3 0.11824 5.14990 -1.15199
H4 -0.33556 4.20709 -2.62409
H5 -1.77713 1.68666 -0.93689
H6 -0.92360 1.93209 -2.48059
H7 0.35623 0.33421 -3.23478
H8 1.06965 -0.87921 -2.27362
H9 0.00719 4.98702 1.19323
H10 -0.98519 -10.06715 3.03565
H11 0.06325 3.79808 2.44055
H12 0.12358 -9.83475 4.27647
H13 -1.46848 -9.33052 4.46705
H14 -0.44971 -8.51578 3.40479

Computed properties:
Frontier orbital gap (spin up / spin down), eV: 6.94 / 8.39
Net charge: +2
HOMO (spin up / spin down), hartree: -0.52501 / -0.52224
LUMO energy (spin up / spin down), Ha: -0.2699 / -0.2137

From most stable to least stable, the computed energies give B, A.